ORCA calculation (ωB97M-V/def2-TZVPD) on a single C5H10O molecule.

Geometry as XYZ:
```
16
Properties=species:S:1:pos:R:3:forces:R:3:mulliken_charge:R:1
C 0.783355 -1.216724 -0.880195 0.025 -0.080 -0.009 -1.403
C 0.133821 0.112578 -0.472527 -0.004 0.010 -0.084 0.705
C 1.126507 1.268301 -0.601823 0.041 0.064 0.014 -1.466
C -0.349080 -0.010342 0.970019 0.149 -0.053 0.201 0.538
O 0.443569 -0.068049 1.886325 -0.265 0.029 -0.302 -0.562
C -1.840812 -0.068701 1.207184 -0.065 -0.003 0.036 -1.147
H 0.085474 -2.058258 -0.789832 0.109 0.141 -0.019 0.339
H 1.646871 -1.419207 -0.237176 -0.140 0.033 -0.094 0.328
H 1.126941 -1.169178 -1.919793 -0.065 -0.005 0.170 0.387
H -0.731696 0.297673 -1.122566 0.098 -0.016 0.123 0.252
H 1.969703 1.113791 0.079013 -0.129 0.021 -0.107 0.309
H 0.658362 2.227185 -0.351973 0.082 -0.132 -0.038 0.354
H 1.508318 1.330751 -1.626835 -0.058 -0.011 0.154 0.406
H -2.261547 0.934994 1.058294 0.078 -0.151 -0.012 0.282
H -2.334033 -0.733148 0.487495 0.120 0.100 0.113 0.323
H -2.045476 -0.391714 2.229714 0.025 0.053 -0.147 0.355
```
Positions in Å, forces in eV/Å.

For the total energy, the calculation gives -271.75211 Ha. The energy above the lowest of the compared OMol25 structures with the same formula, charge and spin is 1.3 kJ/mol. Its HOMO-LUMO gap is 10.52 eV. The calculation puts the lowest unoccupied orbital energy at 0.99 eV. As for the SMILES: CC(=O)C(C)C.